14
Properties=species:S:1:pos:R:3:nbo_charge:R:1 method="wB97M-V/def2-TZVPD" total_energy_ha=-307.508215 max_force_ev_per_a=3.34 e_homo_ev=-9.89 homo_lumo_gap_ev=10.380 total_charge=0
C -2.098 -0.383 -0.436 -0.6377
C -0.784 0.369 -0.501 0.0205
O -0.443 1.047 0.738 -0.4683
C 0.471 0.192 0.254 0.3384
C 1.172 -0.857 1.068 -0.1370
O 2.040 -0.174 1.866 -0.7001
H -2.225 -0.896 0.522 0.2259
H -2.202 -1.106 -1.249 0.2257
H -2.915 0.348 -0.535 0.2314
H -0.638 0.974 -1.393 0.1952
H 1.783 1.148 0.103 -0.0261
H 1.607 -1.653 0.432 0.1699
H 0.263 -1.291 1.534 0.2080
H 2.218 0.786 1.060 0.3542

=====

14
Properties=species:S:1:pos:R:3:nbo_charge:R:1 method="wB97M-V/def2-TZVPD" smiles="C1=COCCO1.[H][H]" total_energy_ha=-307.595616 max_force_ev_per_a=0.73 e_homo_ev=-8.31 homo_lumo_gap_ev=9.374 total_charge=0
C 1.238 0.429 -0.095 0.0564
C 1.045 -0.631 0.687 -0.0124
O -0.212 -1.082 1.012 -0.4998
C -1.125 -0.001 0.982 -0.1029
C -1.070 0.714 -0.361 -0.0995
O 0.246 1.176 -0.651 -0.4977
H 2.219 0.724 -0.449 0.2076
H 1.858 -1.186 1.134 0.2043
H -0.860 0.696 1.787 0.1802
H -2.123 -0.406 1.163 0.2013
H -1.718 1.596 -0.355 0.1960
H -1.393 0.037 -1.161 0.1868
H 0.867 -0.885 -2.181 -0.0264
H 1.028 -1.181 -1.511 0.0062

=====

14
Properties=species:S:1:pos:R:3:nbo_charge:R:1 method="wB97M-V/def2-TZVPD" total_energy_ha=-307.634267 max_force_ev_per_a=0.59 e_homo_ev=-8.68 homo_lumo_gap_ev=9.251 total_charge=0
C 0.074 1.501 0.713 -0.6504
C 0.287 1.084 -0.715 -0.3162
C -0.425 0.199 -1.417 0.1327
O -1.452 -0.585 -0.992 -0.7032
H -0.224 2.555 0.761 0.2191
H -0.700 0.917 1.220 0.2140
H 0.992 1.397 1.303 0.2165
H 1.082 1.590 -1.259 0.2080
H -0.219 0.022 -2.470 0.1783
H -1.445 -0.635 -0.021 0.4950
C 0.516 -2.018 0.711 0.2919
O -0.299 -1.483 1.427 -0.5359
H 1.523 -2.281 1.079 0.1175
H 0.288 -2.262 -0.341 0.1326

=====

14
Properties=species:S:1:pos:R:3:nbo_charge:R:1 method="wB97M-V/def2-TZVPD" smiles=OCC1COC1 total_energy_ha=-307.635254 max_force_ev_per_a=0.46 e_homo_ev=-9.66 homo_lumo_gap_ev=10.515 total_charge=0
O -1.688 0.502 1.414 -0.7211
C -1.143 0.527 0.109 -0.0540
C -0.034 -0.500 0.059 -0.2890
C 0.720 -0.567 -1.275 -0.0532
O 1.896 0.025 -0.693 -0.5370
C 1.323 -0.049 0.625 -0.0505
H -2.434 1.111 1.447 0.4707
H -0.719 1.521 -0.135 0.1601
H -1.908 0.296 -0.652 0.1615
H -0.413 -1.450 0.447 0.2146
H 0.911 -1.587 -1.635 0.1747
H 0.315 0.038 -2.101 0.1725
H 1.835 -0.790 1.254 0.1738
H 1.339 0.923 1.136 0.1769

=====

14
Properties=species:S:1:pos:R:3:nbo_charge:R:1 method="wB97M-V/def2-TZVPD" smiles=C[C@@]1(CO)CO1 total_energy_ha=-307.641859 max_force_ev_per_a=0.47 e_homo_ev=-10.20 homo_lumo_gap_ev=11.149 total_charge=0
C -1.528 -0.591 0.118 -0.6274
C -0.171 0.057 0.106 0.1742
C 1.034 -0.856 -0.069 -0.0742
O 2.239 -0.135 -0.144 -0.7125
C -0.083 1.446 -0.323 -0.1166
O 0.150 1.091 1.043 -0.5112
H -1.646 -1.349 0.897 0.2173
H -1.660 -1.072 -0.859 0.2199
H -2.311 0.165 0.225 0.2235
H 0.956 -1.456 -0.981 0.1847
H 1.039 -1.547 0.791 0.1653
H 2.204 0.505 0.585 0.4774
H -0.991 2.033 -0.448 0.1838
H 0.768 1.709 -0.941 0.1957

=====

14
Properties=species:S:1:pos:R:3:nbo_charge:R:1 method="wB97M-V/def2-TZVPD" total_energy_ha=-307.505482 max_force_ev_per_a=0.57 e_homo_ev="-8.93 / -8.93" homo_lumo_gap_ev="7.818 / 7.819" total_charge=0
C -1.513 -0.238 1.069 -0.5801
C -0.264 -0.601 0.017 0.0895
C 0.537 0.315 0.788 -0.1516
O -0.517 -0.251 -1.207 -0.6867
C 1.286 0.409 -1.851 0.3614
O 1.859 -0.361 -2.574 -0.5494
H -1.360 -0.461 2.127 0.2163
H -1.868 0.781 0.920 0.2268
H -2.259 -0.928 0.671 0.2627
H -0.047 -1.663 0.233 0.1736
H 0.374 1.379 0.634 0.2163
H 1.514 0.412 -0.691 0.0795
H 1.045 0.014 1.704 0.2168
H 0.861 1.379 -2.173 0.1250

=====

14
Properties=species:S:1:pos:R:3:nbo_charge:R:1 method="wB97M-V/def2-TZVPD" smiles="C=COCC=O.[H][H]" total_energy_ha=-307.565062 max_force_ev_per_a=0.64 e_homo_ev=-9.11 homo_lumo_gap_ev=9.748 total_charge=0
C -1.293 0.583 -0.283 -0.5871
C -0.937 0.110 0.917 0.2168
O 0.299 0.272 1.431 -0.4759
C 1.249 0.640 0.440 -0.1756
C 0.947 0.033 -0.948 0.3986
O 1.027 -1.155 -1.167 -0.5401
H -2.082 0.129 -0.863 0.2322
H -0.837 1.475 -0.685 0.2155
H -1.563 -0.506 1.556 0.1992
H 1.319 1.733 0.373 0.1822
H 2.211 0.230 0.760 0.2177
H 0.855 0.757 -1.780 0.1234
H -0.302 -2.100 -0.097 0.0453
H -0.893 -2.203 0.346 -0.0521

=====

14
Properties=species:S:1:pos:R:3:nbo_charge:R:1 method="wB97M-V/def2-TZVPD" total_energy_ha=-307.564005 max_force_ev_per_a=0.71 e_homo_ev=-8.68 homo_lumo_gap_ev=9.261 total_charge=0
O -1.990 0.392 -0.643 -0.7075
C -1.346 -0.597 0.122 -0.0833
C 0.135 -0.309 0.273 0.0558
C 0.887 -0.122 -1.031 -0.6385
C 1.317 1.395 1.463 0.1338
O 0.202 0.979 0.947 -0.4982
H -1.824 1.236 -0.201 0.4764
H -1.795 -0.691 1.123 0.1733
H -1.471 -1.548 -0.401 0.1900
H 0.621 -1.056 0.917 0.1914
H 1.075 -1.085 -1.506 0.2200
H 0.340 0.516 -1.724 0.2339
H 1.837 0.388 -0.850 0.2187
H 2.013 0.500 1.510 0.0341

=====

14
Properties=species:S:1:pos:R:3:nbo_charge:R:1 method="wB97M-V/def2-TZVPD" smiles="CC[C@@H](O)C=O" total_energy_ha=-307.609809 max_force_ev_per_a=3.39 e_homo_ev=-9.61 homo_lumo_gap_ev=10.203 total_charge=0
C -1.775 -0.807 -0.208 -0.6057
C -0.362 -0.349 -0.429 -0.4217
C 0.359 0.591 0.542 0.0126
O 0.770 0.125 1.799 -0.7107
C 1.689 0.804 -0.442 0.4151
O 2.747 0.846 0.124 -0.5278
H -2.191 -1.267 -1.127 0.2150
H -2.239 0.075 0.249 0.2088
H -1.750 -1.609 0.520 0.2061
H -0.499 0.385 -1.324 0.1985
H 0.125 -1.274 -0.818 0.2212
H -0.028 1.623 0.660 0.1781
H 1.616 0.569 2.016 0.4887
H 1.538 0.287 -1.562 0.1217